A 9-piece molecular cluster, C6H31NO10 overall at a distorted geometry. Source: the OMol25 dataset; level of theory: the ωB97M-V functional and the def2-TZVPD basis.

The geometry in ORCA input format:
```
! RIJCOSX wB97M-V def2-TZVPD def2/J DEFGRID3
* xyz 0 1
C -26.546 15.477 -7.637
O -25.699 16.411 -7.037
C -25.551 17.673 -7.670
C -24.967 17.633 -9.088
N -23.570 17.196 -9.147
C -23.252 15.905 -8.596
C -21.819 15.515 -8.956
O -21.817 15.116 -10.316
C -20.566 14.605 -10.743
H -26.435 14.493 -7.184
H -26.368 15.390 -8.713
H -27.615 15.711 -7.552
H -24.915 18.231 -6.983
H -26.509 18.204 -7.618
H -25.058 18.663 -9.444
H -25.561 17.041 -9.796
H -23.373 17.224 -10.141
H -23.909 15.072 -8.872
H -23.185 15.918 -7.505
H -21.482 14.714 -8.285
H -21.087 16.315 -8.786
H -20.281 13.697 -10.202
H -19.823 15.401 -10.666
H -20.767 14.272 -11.764
O -16.731 9.285 -9.408
H -16.251 9.957 -9.904
H -17.357 8.903 -10.048
O -18.176 8.317 -7.129
H -18.922 8.611 -7.660
H -17.400 8.622 -7.623
O -19.385 11.575 -8.656
H -18.610 12.028 -9.038
H -19.752 11.064 -9.389
O -18.977 8.452 -10.933
H -19.678 9.138 -10.939
H -19.466 7.628 -11.032
O -21.056 10.559 -10.770
H -21.808 9.955 -10.805
H -21.442 11.438 -10.875
O -17.259 12.600 -10.182
H -17.541 12.414 -11.086
H -16.781 13.436 -10.240
O -17.412 12.273 -6.722
H -18.103 11.880 -7.280
H -16.603 11.830 -6.991
O -19.093 10.669 -5.087
H -18.975 10.230 -5.939
H -18.458 11.392 -5.098
*
```

As for the SMILES: COCCNCCOC.O.O.O.O.O.O.O.O. The HOMO energy is -8.8 eV. The calculation puts the gap between HOMO and LUMO at 8.50 eV. The energy relative to the best compared isomer or geometry (same formula, charge and spin) comes out at 2.7290 eV.